# 1
{
  "formula": "C5H8O2",
  "method": "ωB97M-V with the def2-TZVPD basis set",
  "species": ["C", "C", "O", "C", "C", "C", "O", "H", "H", "H", "H", "H", "H", "H", "H"],
  "xyz": [[1.49064, -0.54879, -0.76302], [0.26014, -0.93282, 0.03344], [0.12765, -0.82174, 1.47474], [-1.05077, -0.02144, 1.30017], [-0.61010, 1.28983, 0.72752], [-0.80061, 0.10054, -0.18078], [-1.38037, 0.13210, -1.43609], [1.08053, -0.04825, -1.67148], [2.11678, 0.16945, -0.22880], [2.07356, -1.37320, -1.16617], [-0.11923, -1.92638, -0.23903], [-1.89999, -0.21759, 1.94466], [-1.40417, 2.02824, 0.62451], [0.36483, 1.68694, 1.00593], [-0.58249, 0.18016, -2.00852]],
  "atomic_forces_ev_per_a": [[0.1, 0.0, -0.2], [0.0, 0.1, -0.6], [0.1, 0.0, 0.0], [-0.3, 0.0, 0.2], [0.1, 0.1, 0.0], [0.2, -0.1, 0.1], [-0.1, 0.1, -0.1], [0.6, -0.1, 0.5], [0.0, -0.1, -0.1], [0.2, -0.1, 0.4], [0.1, 0.2, -0.1], [0.1, 0.1, -0.1], [0.1, -0.2, -0.1], [-0.1, -0.1, 0.0], [-1.0, 0.1, 0.1]],
  "homo_energy_ev": -9.578,
  "multiplicity": 1,
  "e_above_lowest_kcal_mol": 73.75
}

=====

# 2
{
  "formula": "C5H8O2",
  "method": "ωB97M-V with the def2-TZVPD basis set",
  "species": ["C", "C", "C", "C", "C", "H", "H", "H", "H", "H", "H", "H", "H", "O", "O"],
  "xyz": [[1.31209, 0.89012, -0.54191], [0.66764, -0.17090, 0.27624], [-0.37142, 0.24391, 1.26070], [-1.44051, -0.12026, 0.25824], [-0.51420, -1.03342, -0.52039], [1.38979, -0.33195, -1.93126], [1.69976, -0.55311, 0.78778], [-0.28085, -0.17479, 2.14705], [-0.37834, 1.53151, 1.50393], [-2.55783, -0.57805, 0.85057], [-1.68166, 0.72127, -0.47176], [-0.36096, -2.09629, -0.29330], [-0.50412, -1.02925, -1.40205], [1.63931, 0.67936, -1.79073], [1.38128, 2.02185, -0.13311]],
  "atomic_forces_ev_per_a": [[-2.0, 3.1, 1.1], [2.8, -1.9, -0.3], [-0.5, 7.5, -3.2], [-4.5, -1.0, 1.3], [2.6, -1.0, 13.5], [1.0, 3.0, -0.2], [-2.5, -0.4, -1.1], [-0.1, -2.5, 4.0], [0.3, -3.8, -0.6], [3.3, 1.3, -2.3], [0.0, -0.8, 1.4], [-0.7, 0.2, 0.8], [-0.1, 0.9, -13.2], [-0.2, -4.7, -1.7], [0.6, 0.2, 0.4]],
  "homo_energy_ev": -9.992,
  "multiplicity": 1,
  "e_above_lowest_kcal_mol": 100.11
}

=====

# 3
{
  "formula": "C5H8O2",
  "method": "ωB97M-V with the def2-TZVPD basis set",
  "species": ["O", "C", "C", "C", "C", "C", "O", "H", "H", "H", "H", "H", "H", "H", "H"],
  "xyz": [[1.99331, -0.97911, -0.38875], [1.04055, -0.35374, 0.43860], [0.64405, 1.06526, -0.03957], [-0.72532, 0.69389, -0.62306], [-1.44556, 0.00848, 0.54325], [-0.34193, -1.02089, 0.21410], [-0.50717, -0.63830, -1.18815], [1.55132, -1.06469, -1.25051], [1.44316, -0.38957, 1.45189], [0.55179, 1.77790, 0.78681], [1.34791, 1.45068, -0.77889], [-1.21549, 1.37259, -1.32134], [-1.49764, 0.48266, 1.52455], [-2.44102, -0.31443, 0.22359], [-0.38237, -2.09991, 0.39394]],
  "atomic_forces_ev_per_a": [[-0.1, 0.0, -0.2], [-0.3, 0.1, 0.3], [0.0, 0.1, -0.1], [-0.1, 0.3, -0.2], [0.0, 0.0, 0.2], [0.1, -0.3, 0.0], [0.1, 0.0, -0.3], [0.2, 0.0, 0.1], [-0.2, 0.0, 0.0], [0.0, -0.1, -0.2], [0.0, 0.0, 0.1], [0.0, 0.0, 0.2], [0.2, 0.0, -0.1], [0.3, -0.2, 0.1], [-0.2, 0.3, 0.0]],
  "homo_energy_ev": -9.733,
  "multiplicity": 1,
  "e_above_lowest_kcal_mol": 39.68
}

=====

> Which formula does entry 1 have?

C5H8O2